Record 1
75
Properties=species:S:1:pos:R:3:forces:R:3 method="wB97M-V/def2-TZVPD" orbital_gap_ev=7.018 total_charge=+1 total_energy_ev=-64796.1860
C 0.00369 -5.40200 -1.61350 -0.46 -0.40 -1.12
O 1.30774 -5.11799 -1.04038 0.13 3.60 -3.70
B 1.65393 -3.79960 -1.31095 0.71 -1.29 0.31
O 2.25230 -2.99081 -0.34498 -1.33 -0.31 -0.95
C 1.36345 -3.21690 -2.81807 0.07 1.07 2.11
N 1.77340 -4.02813 -3.78141 -0.42 0.58 0.26
N 1.53396 -3.63659 -5.01960 -0.68 1.48 -0.04
C 1.98181 -4.54533 -6.09647 1.05 -1.22 0.56
O 0.83416 -5.24437 -6.57851 1.13 0.45 -0.41
C 1.04540 -5.86143 -7.79557 -1.71 -1.47 -0.05
F 2.33422 -6.13261 -8.06239 -0.77 0.86 0.01
F 0.44684 -5.13974 -8.76735 1.15 -0.44 0.42
F 0.40298 -7.05562 -7.74993 0.51 1.08 -0.01
C 0.90237 -2.46633 -5.25470 -0.71 1.31 -2.23
I 0.51377 -1.97144 -7.32251 0.26 -0.08 1.15
C 0.45450 -1.49772 -4.29051 1.28 -2.13 2.34
O -0.13948 -0.32082 -4.60336 -0.36 -1.15 0.13
B -1.56922 -0.40094 -4.58748 -1.07 0.72 -0.23
O -2.24537 0.55173 -3.84888 0.99 -1.06 -0.04
O -2.26362 -1.37950 -5.31117 0.94 0.13 1.51
C 0.70808 -1.90858 -2.89943 0.35 -0.26 -3.09
C 0.29227 -1.00492 -1.74577 -0.31 0.32 -0.17
C 1.02573 0.39031 -1.72195 -0.75 0.17 -0.35
O 0.12677 1.28077 -1.00741 -0.24 -0.03 -0.81
C -0.15582 2.42122 -1.76390 0.89 0.72 0.02
O 0.56795 3.36971 -1.69123 -0.48 -0.54 -0.23
H -0.41475 -6.30894 -1.13852 0.34 0.79 -0.25
H -0.70422 -4.54108 -1.48035 0.46 -0.75 0.16
H 0.04640 -5.60435 -2.71264 0.29 0.15 0.78
H 1.70409 -3.07837 0.45459 0.80 -0.28 0.17
H 2.66168 -5.28874 -5.61281 -0.56 0.77 -0.08
H 2.58358 -4.02979 -6.87128 -0.80 0.07 0.41
H -3.01138 0.13419 -3.42412 -0.23 0.51 -0.52
H -2.23200 -2.20164 -4.79309 -0.27 -0.11 -0.65
H -0.79110 -0.76169 -1.90197 0.85 -0.12 0.05
H 0.36256 -1.44624 -0.73475 0.12 -0.05 -0.79
H 1.12472 0.81489 -2.74641 0.31 -0.64 0.57
H 2.00869 0.36370 -1.20979 -0.64 -0.10 -0.31
H -1.02863 2.43912 -2.46965 0.35 -0.66 0.82
C 0.37527 5.84109 0.27669 -0.06 -0.04 -0.02
C -0.94460 6.60064 0.36271 0.20 -0.22 -0.14
C -0.89488 7.77307 1.34717 -0.06 -0.39 0.26
C -0.59288 7.28050 2.71056 0.03 0.23 0.23
N -0.35708 6.89695 3.77204 -0.18 0.06 -0.72
H 0.64092 5.38742 1.23402 0.00 0.10 0.02
H 0.30338 5.03643 -0.45377 0.06 0.25 0.12
H 1.18913 6.50424 -0.02722 -0.01 -0.04 0.02
H -1.73629 5.90602 0.65637 -0.04 0.12 0.02
H -1.20220 6.98025 -0.62896 -0.06 0.09 0.09
H -1.85434 8.29246 1.36405 0.07 0.04 0.12
H -0.12737 8.49028 1.05039 0.01 -0.02 0.09
C -2.40840 -6.15197 2.85411 -0.04 -0.01 0.02
C -1.40086 -7.22826 3.24347 -0.32 0.06 -0.03
C 0.05093 -6.74946 3.14599 -0.12 -0.04 -0.44
C 0.36558 -6.35114 1.75303 0.38 0.16 0.08
N 0.61223 -6.03999 0.66478 -1.48 -2.19 4.49
H -2.28776 -5.84665 1.81212 0.05 0.01 0.03
H -3.42663 -6.52656 2.96612 0.03 0.04 0.03
H -2.30103 -5.26706 3.48640 -0.03 -0.02 -0.03
H -1.54570 -8.09994 2.60052 0.11 -0.01 0.07
H -1.60046 -7.54861 4.26803 0.13 -0.02 -0.03
H 0.73159 -7.54742 3.44663 0.08 0.09 -0.07
H 0.21811 -5.89588 3.80612 0.04 0.00 -0.07
C 0.12531 8.36705 6.72061 0.12 0.07 -0.09
C 0.01933 7.10590 7.56833 0.01 0.10 -0.30
C -0.34779 7.39595 9.02716 0.48 0.12 -0.05
C 0.68789 8.24815 9.65566 -0.05 0.08 0.31
N 1.49598 8.90967 10.14421 -0.42 -0.38 -0.32
H 0.91852 9.02720 7.07864 -0.08 -0.01 0.11
H 0.35881 8.10888 5.68765 -0.09 0.01 0.13
H -0.81524 8.92445 6.72789 0.04 0.00 0.00
H 0.97060 6.56930 7.52723 -0.07 -0.04 0.09
H -0.73862 6.44919 7.13486 0.02 -0.02 0.10
H -0.42515 6.46336 9.58850 0.01 0.10 0.10
H -1.31088 7.90678 9.08539 0.06 0.04 0.05



Record 2
71
Properties=species:S:1:pos:R:3:forces:R:3 method="wB97M-V/def2-TZVPD" e_above_lowest_kj_mol=46.4 orbital_gap_ev=8.026 total_charge=-1 total_energy_ev=-55387.6032
B 0.60573 0.30092 -1.39167 -0.09 0.72 0.02
F 1.00237 -0.14297 -2.61237 0.15 -1.38 -1.94
F 0.67704 -0.63878 -0.39253 -0.20 -1.16 0.76
F 1.55102 1.25785 -1.10388 1.22 2.07 1.08
F -0.64779 0.88358 -1.46981 -0.86 0.17 0.14
C 1.13137 -3.40395 -4.13638 0.78 2.07 6.44
O 0.10259 -2.51335 -3.65574 1.50 2.73 -1.36
H 1.35111 -4.14415 -3.27647 -0.27 0.90 -1.24
H 2.01540 -2.81032 -4.24884 0.85 0.02 -0.36
H 0.93320 -3.92044 -4.94932 -1.42 -2.25 -4.12
H 0.49309 -1.51720 -3.73932 -1.56 -3.59 0.64
C 0.69699 -4.38062 0.00300 0.22 -0.62 -1.35
O -0.06881 -3.32741 -0.65556 -3.46 -8.87 -0.41
H 1.57146 -4.68190 -0.63545 -0.62 0.32 0.37
H 0.18787 -5.36977 0.25758 -0.25 1.63 -0.72
H 1.10117 -4.03859 0.92687 0.35 0.48 0.85
H 0.33778 -2.59094 -0.49321 3.76 7.04 1.34
C 2.49506 2.21167 1.83949 0.64 0.47 -3.62
O 3.01277 2.22468 3.10495 -1.35 1.64 3.07
H 1.42216 2.34862 1.65600 -0.14 -0.87 0.91
H 2.91132 1.26408 1.49356 -0.70 0.08 -1.03
H 2.81950 3.05301 1.12543 0.47 -1.04 1.28
H 2.31982 2.65091 3.66927 1.24 -0.47 -0.38
C -3.97644 1.86034 -1.61510 -2.47 -0.64 -3.74
O -3.14359 1.51440 -2.73544 -5.05 1.19 -1.64
H -4.61234 1.12300 -1.12732 0.45 -0.78 -0.19
H -4.68021 2.60764 -1.99055 0.06 0.14 0.06
H -3.34110 2.29208 -1.00073 2.52 2.14 3.74
H -2.41246 1.18255 -2.35954 4.57 -2.09 1.79
C -0.62737 3.66818 0.53006 -0.65 1.43 0.09
C -1.84211 4.08558 1.17970 0.26 1.74 1.56
C -1.85849 5.26165 1.95712 2.11 3.34 -0.29
C -0.74824 6.29036 1.84506 2.05 -5.40 -2.64
C 0.43764 5.90098 1.11321 -1.83 -3.68 -1.45
C 0.43971 4.51621 0.37933 -0.68 3.13 2.23
O 1.54567 4.21317 -0.34786 0.12 0.09 -0.36
O -2.90054 5.66218 2.83576 -0.03 0.31 -0.37
H -0.47291 2.73254 0.05684 -0.72 -1.02 -0.43
H -2.81897 3.60918 1.14027 0.54 -0.71 -0.01
H -0.65906 7.21269 2.30167 -0.61 1.69 1.26
H 1.42412 6.34801 0.90914 -0.92 0.72 0.61
H 1.46290 3.42400 -0.93402 -0.34 0.37 0.81
H -2.85166 6.61288 3.17665 0.50 -2.11 -1.23
C 4.41183 -3.43262 0.62296 0.26 -5.15 1.27
C 4.80615 -4.39638 -0.38231 -0.27 2.09 -0.77
C 4.77833 -4.05387 -1.78553 0.45 -2.11 6.17
C 4.37566 -2.85603 -2.13323 -2.12 4.41 0.50
C 3.83331 -1.94383 -1.21826 0.68 -2.11 3.44
C 3.79311 -2.33694 0.22303 -0.79 2.88 -3.09
O 3.11773 -1.58587 1.16547 1.05 -1.12 -0.55
O 5.14166 -4.95174 -2.65669 0.85 -3.16 -1.71
H 4.24149 -3.73590 1.74399 0.77 0.50 -2.29
H 5.10571 -5.40572 -0.17071 0.22 -0.27 0.57
H 4.30595 -2.60948 -3.13918 0.11 0.49 -1.82
H 3.45995 -0.97604 -1.43890 -0.41 0.60 -0.71
H 3.01223 -0.81152 0.65214 -1.12 2.06 -0.14
H 5.20258 -5.80573 -2.16569 0.09 0.87 -0.89
C -5.05466 0.29726 2.22908 -0.19 -1.49 -0.19
C -3.72364 0.72324 2.40597 -1.33 0.78 -1.50
C -2.70398 -0.03029 1.81659 -3.36 -1.74 0.85
C -2.97226 -1.30659 1.30695 1.13 -2.88 -0.43
C -4.26945 -1.89359 1.21791 0.78 8.83 3.13
C -5.32950 -0.95736 1.60578 0.97 -1.00 -0.16
O -6.66276 -1.25582 1.27264 0.25 0.72 0.50
O -1.55417 0.52876 1.73759 2.04 3.52 -0.83
H -5.89248 0.89229 2.62327 0.41 -0.29 -0.48
H -3.57299 1.81006 2.63320 0.21 -1.32 0.32
H -2.02884 -1.94540 1.00760 -2.00 1.34 0.31
H -4.54339 -2.75220 0.85240 -0.88 -4.75 -2.11
H -6.90754 -2.18331 1.34339 0.55 -0.02 0.08
H -0.75679 0.14210 2.00070 1.49 -1.65 0.35



Record 3
72
Properties=species:S:1:pos:R:3:forces:R:3 method="wB97M-V/def2-TZVPD" e_above_lowest_kj_mol=5.2 orbital_gap_ev="8.631 / 4.845" total_charge=+2 total_energy_ev=-182471.0322 multiplicity=6
Co 0.42119 0.61101 0.95001 0.27 -0.36 0.36
C 4.92469 0.63701 0.13581 0.50 0.24 0.22
N 3.76959 -0.14929 -0.24629 -0.34 -0.12 0.23
C 3.39029 -0.02329 -1.63839 -0.13 -0.17 -0.39
C 3.02599 -0.88209 0.59591 0.67 -0.42 0.34
N 1.67279 -0.89699 0.38051 -0.83 -0.26 -0.16
C 0.96599 -2.03219 0.18281 0.80 0.43 -0.07
C 1.56919 -3.28429 -0.04519 -0.08 -0.73 -0.11
C 0.80659 -4.40519 -0.23789 0.81 0.39 0.09
C -0.59441 -4.31119 -0.20639 -0.68 0.43 0.06
C -1.21711 -3.09539 -0.05169 0.02 -0.62 -0.05
C -0.46901 -1.91869 0.11651 -0.68 0.33 0.19
N -1.01631 -0.68139 0.30281 0.71 0.12 -0.13
C -2.30281 -0.40829 -0.07829 -0.72 -0.04 -0.12
N -2.75091 -0.84829 -1.26549 0.41 0.35 0.68
C -1.85141 -1.08719 -2.37469 0.22 -0.11 -0.32
C -4.14011 -1.09569 -1.58759 -0.68 0.07 -0.26
N -3.05931 0.31501 0.75121 0.52 -0.47 -0.41
C -4.24361 1.05791 0.36351 -0.48 0.26 -0.25
C -2.66431 0.51481 2.13021 0.24 -0.17 0.56
N 3.55699 -1.54919 1.61821 -0.31 0.47 -0.80
C 2.77389 -2.08829 2.70461 -0.46 -0.14 0.48
C 4.97219 -1.82559 1.74081 0.66 -0.07 -0.01
H 4.80629 1.63071 -0.29889 0.00 0.03 0.02
H 5.86509 0.23251 -0.24039 -0.05 -0.09 -0.01
H 4.97399 0.75171 1.21291 -0.01 -0.02 0.02
H 4.16029 -0.48469 -2.26099 -0.02 0.09 -0.04
H 3.30339 1.02381 -1.93449 0.02 0.05 0.04
H 2.44999 -0.53479 -1.82539 0.02 0.01 -0.03
H 2.64539 -3.34959 -0.06859 0.12 -0.03 0.01
H 1.28079 -5.36239 -0.39899 0.01 -0.03 -0.02
H -1.18111 -5.21069 -0.30069 -0.14 -0.07 -0.04
H -2.29411 -3.04909 -0.03069 -0.10 0.02 0.00
H -0.88681 -0.61549 -2.19269 -0.07 -0.05 -0.08
H -2.31091 -0.65069 -3.26309 0.10 0.02 0.00
H -1.70751 -2.15769 -2.55299 -0.02 0.08 0.03
H -4.73551 -1.27589 -0.69679 0.07 0.01 0.03
H -4.17831 -1.98759 -2.21309 0.01 -0.07 0.07
H -4.55321 -0.26139 -2.16189 -0.06 -0.28 0.13
H -4.27311 1.24821 -0.70549 0.05 -0.10 0.15
H -4.22281 2.01981 0.87291 0.06 0.03 0.06
H -5.15321 0.54041 0.67161 0.02 0.01 0.02
H -1.96731 -0.26279 2.45031 -0.16 0.17 0.01
H -3.54871 0.46361 2.76601 0.02 0.03 -0.04
H -2.20641 1.50281 2.26051 -0.03 -0.06 0.03
H 1.75379 -1.71459 2.68011 0.06 0.03 0.09
H 3.23999 -1.80189 3.64781 -0.08 0.04 -0.02
H 2.74589 -3.17709 2.64581 0.03 -0.03 -0.03
H 5.45619 -1.85129 0.76811 -0.06 0.02 -0.03
H 5.08639 -2.80539 2.20571 -0.04 0.06 -0.04
H 5.46779 -1.08959 2.37271 0.01 -0.01 0.06
Cl 3.11089 1.34121 3.30961 0.09 0.04 -0.02
Ge 0.92419 1.07601 3.31591 -0.26 0.09 0.03
Cl 0.50259 0.08281 5.18261 0.03 0.11 -0.27
Cl 0.22049 3.15331 3.53291 0.03 -0.02 0.07
N 1.21769 2.43241 0.24421 0.23 0.05 0.35
C 0.06509 2.73201 -0.51519 -0.58 0.63 -0.83
C -0.91611 3.58241 0.00211 0.03 -0.41 0.08
C -2.08791 3.79401 -0.70769 0.13 0.56 0.16
C -2.22581 3.14851 -1.90709 0.40 0.43 -0.35
C -1.27021 2.35031 -2.48399 0.69 0.03 -0.22
C -0.09851 2.14701 -1.77809 -0.19 -0.19 0.28
S -3.86421 3.14531 -2.80709 -1.04 -2.29 2.55
O -4.68581 3.92761 -1.93919 -0.26 0.43 -0.24
O -3.41241 3.66781 -4.06009 0.80 0.80 -1.22
O -4.05161 1.70371 -2.72269 -0.53 0.49 -0.95
H 1.34869 3.09241 1.01181 0.12 -0.08 -0.02
H 2.06789 2.35551 -0.30889 -0.11 0.02 0.09
H -0.77091 4.06961 0.95511 0.00 -0.01 0.14
H -2.86011 4.44171 -0.32779 -0.09 0.16 0.00
H -1.45251 1.90161 -3.44729 0.16 0.01 -0.13
H 0.68239 1.53031 -2.19929 0.11 -0.10 -0.04